38
Properties=species:S:1:pos:R:3:nbo_charge:R:1 method="wB97M-V/def2-TZVPD" molar_mass_g_mol=281.3 max_force_ev_per_a=1.944 total_charge=+1 orbital_gap_ev=9.4
C -2.457 -2.747 2.323 -0.191
C -2.059 -2.939 1.201 -0.029
C -1.414 -3.277 -0.124 -0.506
C 0.072 -2.894 -0.009 0.140
C 0.501 -1.904 0.861 -0.023
N 1.864 -1.793 0.677 -0.283
C 2.861 -0.900 1.291 -0.321
C 2.426 0.617 1.305 0.576
O 2.982 1.315 2.105 -0.462
C 1.323 1.117 0.357 -0.156
C 0.059 1.373 0.969 -0.242
C -1.001 1.790 0.153 -0.132
C -0.840 1.970 -1.243 -0.222
C 0.417 1.719 -1.821 -0.201
C 1.505 1.294 -1.024 -0.218
C 2.254 -2.695 -0.234 0.212
N 1.185 -3.381 -0.660 -0.128
N 1.165 -4.416 -1.607 -0.580
H -2.473 -2.573 3.395 0.261
H -1.520 -4.360 -0.321 0.257
H -1.923 -2.686 -0.914 0.272
H -0.086 -1.289 1.545 0.282
H 3.751 -0.926 0.624 0.243
H 3.203 -1.249 2.281 0.263
H -0.052 1.202 2.051 0.227
H -1.994 1.970 0.592 0.235
H -1.708 2.289 -1.829 0.254
H 0.553 1.827 -2.904 0.229
H 2.481 1.069 -1.481 0.221
H 3.271 -2.886 -0.597 0.251
H 1.677 -4.067 -2.419 0.383
H 0.186 -4.530 -1.866 0.383
C -2.518 5.762 -0.369 -0.730
C -3.077 4.438 -0.603 0.321
N -3.517 3.394 -0.787 -0.371
H -3.121 6.536 -0.843 0.266
H -2.469 5.990 0.696 0.262
H -1.506 5.842 -0.769 0.259

---

42
Properties=species:S:1:pos:R:3:lowdin_spin:R:1 method="wB97M-V/def2-TZVPD" molar_mass_g_mol=430.4 max_force_ev_per_a=0.428 total_charge=+1 orbital_gap_ev="8.2 / 6.3" spin_multiplicity=5
Ru 1.315 -1.037 -0.080 2.918
N 1.363 -1.559 2.217 0.118
N 0.278 -2.428 2.410 0.007
C -0.222 -3.122 1.307 0.016
O -1.024 -4.004 1.423 0.025
O 0.281 -2.712 0.145 0.189
H 2.268 -2.008 2.361 0.002
H 1.277 -0.757 2.833 0.003
H 0.194 -2.891 3.304 0.002
N 1.885 -2.128 -2.083 0.113
N 3.278 -1.906 -2.199 0.008
C 4.007 -1.832 -0.988 0.011
O 5.193 -1.995 -0.976 0.025
O 3.257 -1.548 0.061 0.134
H 1.660 -3.105 -1.891 0.002
H 1.429 -1.847 -2.944 0.002
H 3.745 -2.439 -2.923 0.002
C -5.039 2.042 -0.930 0.079
C -5.154 0.661 -0.822 -0.005
C -4.021 -0.104 -0.629 0.058
C -2.757 0.503 -0.534 0.025
C -2.659 1.901 -0.655 0.055
C -3.792 2.659 -0.850 -0.003
C -1.622 -0.350 -0.321 0.168
C -0.319 0.020 -0.164 0.004
C 0.461 1.192 0.151 0.004
C 1.687 1.247 -0.559 0.009
C 2.751 2.045 -0.091 0.008
C 2.578 2.791 1.047 -0.004
C 1.350 2.762 1.740 0.008
C 0.313 1.964 1.327 -0.002
H -5.925 2.644 -1.082 0.004
H -6.124 0.189 -0.890 -0.002
H -4.097 -1.181 -0.543 0.002
H -1.693 2.385 -0.612 0.002
H -3.717 3.733 -0.948 -0.002
H -1.815 -1.419 -0.311 0.004
H 1.734 0.856 -1.578 0.007
H 3.679 2.073 -0.646 0.001
H 3.376 3.421 1.412 0.000
H 1.233 3.374 2.624 0.000
H -0.613 1.912 1.884 0.000

---

38
Properties=species:S:1:pos:R:3:nbo_charge:R:1 method="wB97M-V/def2-TZVPD" molar_mass_g_mol=303.4 max_force_ev_per_a=0.733 orbital_gap_ev=8.6 smiles="COC(=O)c1c(NC(C)=O)sc(Cc2ccccc2)c1C" de_lowest_kj_mol=0.0
C 2.884 1.454 4.142 -0.259
H 3.603 2.266 4.064 0.195
H 2.065 1.730 4.809 0.194
H 3.363 0.554 4.533 0.193
O 2.401 1.228 2.829 -0.502
C 1.484 0.259 2.702 0.796
O 1.091 -0.381 3.668 -0.664
C 1.013 0.040 1.346 -0.290
C 0.075 -0.950 1.098 0.069
N -0.483 -1.769 2.041 -0.625
C -1.403 -2.721 1.715 0.687
O -1.760 -2.879 0.566 -0.591
C -1.902 -3.515 2.892 -0.708
H -2.624 -4.251 2.553 0.242
H -1.069 -4.020 3.378 0.233
H -2.371 -2.851 3.614 0.234
H -0.146 -1.596 2.991 0.455
S -0.353 -1.077 -0.556 0.516
C 0.747 0.230 -0.948 -0.207
C 1.395 0.722 0.140 -0.005
C 2.394 1.832 0.117 -0.625
H 2.073 2.640 0.771 0.225
H 3.356 1.476 0.480 0.226
H 2.525 2.220 -0.889 0.208
C 0.850 0.637 -2.386 -0.448
C -0.514 0.649 -3.023 -0.039
C -1.409 1.669 -2.725 -0.204
C -2.678 1.673 -3.274 -0.202
C -3.068 0.654 -4.127 -0.218
C -2.183 -0.367 -4.427 -0.220
C -0.914 -0.370 -3.876 -0.161
H -0.228 -1.172 -4.109 0.201
H -2.483 -1.166 -5.089 0.212
H -4.059 0.656 -4.556 0.212
H -3.365 2.471 -3.035 0.212
H -1.106 2.461 -2.055 0.210
H 1.498 -0.067 -2.917 0.220
H 1.298 1.630 -2.457 0.226